# 1
The following is a quantum chemistry calculation of an isolated molecule of C14H14 at a distorted geometry, from OMol25.

Calculated values
M: 182.27 g mol⁻¹
spin multiplicity: 1
HOMO: -7.29 eV
SMILES string: CC1(C)C=C2C=C[C@H]3C=CC=CC3=C21
energy relative to the best compared isomer or geometry (same formula, charge and spin): 82.6 kcal per mole
HOMO-LUMO gap: 0.280 Eh
total charge: 0
strongest force on any atom: 8.11 eV/A
energy: -541.63633 a.u.

Geometry (Å):
C (-2.369, 1.036, -1.105)
C (-1.906, 0.105, 0.008)
C (-2.747, 0.284, 1.269)
C (-1.709, -1.359, -0.378)
C (-0.403, -1.429, -0.045)
C (0.634, -2.552, -0.242)
C (1.997, -2.525, -0.072)
C (2.113, -0.925, 0.447)
C (3.469, -0.436, 0.084)
C (3.810, 0.834, -0.156)
C (2.839, 1.885, -0.109)
C (1.537, 1.627, 0.115)
C (0.953, 0.323, 0.265)
C (-0.424, 0.163, 0.290)
H (-2.312, 2.072, -0.778)
H (-3.400, 0.811, -1.369)
H (-1.746, 0.916, -1.989)
H (-3.787, 0.054, 1.048)
H (-2.684, 1.308, 1.632)
H (-2.401, -0.388, 2.052)
H (-2.414, -2.054, -0.806)
H (0.132, -3.456, -0.587)
H (2.809, -3.190, -0.210)
H (2.090, -1.045, 1.541)
H (4.230, -1.206, 0.043)
H (4.831, 1.089, -0.400)
H (3.173, 2.897, -0.289)
H (0.824, 2.441, 0.080)

Results of the Mulliken charge analysis, in e, for atoms 1 through 4: number 1, C, carries -1.665; number 2, C, carries 2.516; number 3, C, carries -1.475; number 4, C, carries -1.743



# 2
The following is a quantum chemistry calculation of a structure of composition C14H14AsCdN4O6S2 at a distorted geometry, from OMol25.

Calculated values
M: 585.76 g mol⁻¹
spin multiplicity: 1
HOMO: -5.27 eV
HOMO-LUMO gap: 0.288 Eh
total charge: -1
strongest force on any atom: 3.63 eV/A
energy: -4412.42297 a.u.

Geometry (Å):
Cd (7.662, -10.331, 8.038)
C (11.012, -7.309, 6.694)
C (10.149, -8.503, 7.097)
N (9.162, -8.412, 7.829)
N (8.815, -7.161, 8.218)
C (7.755, -7.127, 8.983)
N (7.393, -5.949, 9.541)
S (6.788, -8.474, 9.417)
C (10.504, -9.866, 6.642)
C (11.441, -10.124, 5.658)
C (11.726, -11.455, 5.347)
C (10.944, -12.464, 5.971)
C (10.036, -12.144, 6.946)
N (9.865, -10.870, 7.252)
H (11.174, -6.624, 7.510)
H (10.565, -6.745, 5.867)
H (12.044, -7.650, 6.344)
H (7.701, -5.159, 9.032)
H (6.358, -5.981, 9.728)
H (11.919, -9.282, 5.163)
H (12.498, -11.773, 4.598)
H (11.188, -13.444, 5.670)
H (9.502, -12.923, 7.495)
O (4.949, -12.903, 6.777)
As (6.628, -13.375, 7.103)
O (7.335, -12.304, 5.771)
O (7.186, -12.412, 8.338)
C (6.920, -12.179, 4.471)
C (7.128, -13.198, 3.561)
C (6.659, -13.013, 2.241)
C (6.056, -11.838, 1.837)
C (5.966, -10.771, 2.703)
C (6.338, -10.990, 4.014)
S (6.132, -9.695, 5.181)
O (5.879, -8.495, 4.410)
O (7.400, -9.706, 5.927)
O (5.080, -10.147, 6.049)
H (4.839, -11.921, 6.668)
H (7.500, -14.199, 3.838)
H (6.910, -13.784, 1.473)
H (5.878, -11.708, 0.823)
H (5.599, -9.802, 2.460)

Results of the Mulliken charge analysis, in e, for atoms 1 through 4: number 1, Cd, carries 0.897; number 2, C, carries -1.483; number 3, C, carries 0.509; number 4, N, carries 0.742



# 3
The following is a quantum chemistry calculation of a structure of composition C14H14BN7NiSe, from OMol25.

Calculated values
M: 428.78 g mol⁻¹
spin multiplicity: 3
HOMO (alpha / beta): -7.94 / -8.10 eV
HOMO-LUMO gap (alpha / beta): 0.315 / 0.294 Eh
total charge: 0
strongest force on any atom: 0.76 eV/A
energy: -4859.86699 a.u.

Geometry (Å):
Ni (0.034, -0.063, -0.011)
C (3.182, -1.459, 2.462)
C (1.813, -1.320, 2.216)
N (1.614, -0.675, 1.074)
N (2.832, -0.384, 0.561)
C (3.787, -0.847, 1.381)
B (2.921, 0.377, -0.787)
N (2.189, -0.459, -1.870)
C (2.622, -0.984, -3.025)
C (1.571, -1.648, -3.629)
C (0.501, -1.475, -2.747)
N (0.882, -0.761, -1.696)
N (2.188, 1.735, -0.636)
C (2.618, 2.995, -0.788)
C (1.566, 3.855, -0.537)
C (0.497, 3.010, -0.228)
N (0.880, 1.742, -0.290)
H (3.658, -1.934, 3.302)
H (0.964, -1.649, 2.795)
H (4.827, -0.709, 1.136)
H (4.073, 0.552, -1.098)
H (3.645, -0.848, -3.335)
H (1.577, -2.179, -4.565)
H (-0.518, -1.824, -2.811)
H (3.642, 3.191, -1.065)
H (1.570, 4.930, -0.571)
H (-0.523, 3.245, 0.035)
Se (-2.070, -0.390, 0.553)
C (-3.890, -0.507, 1.048)
C (-4.889, -0.530, 0.085)
C (-6.207, -0.626, 0.504)
N (-6.590, -0.697, 1.780)
C (-5.612, -0.672, 2.687)
C (-4.262, -0.579, 2.382)
H (-4.652, -0.475, -0.969)
H (-6.998, -0.644, -0.239)
H (-5.917, -0.729, 3.727)
H (-3.524, -0.563, 3.171)

Results of the Mulliken charge analysis, in e, for atoms 1 through 4: number 1, Ni, carries -0.907; number 2, C, carries -1.060; number 3, C, carries 0.023; number 4, N, carries -0.234



Q: What is the M in the third record?
A: 428.78 g mol⁻¹



Q: Which value of strongest force on any atom does entry 2 give?
A: 3.63 eV/A



Q: Among the records above, which one has the lowest total charge?
A: C14H14AsCdN4O6S2